{
  "formula": "C40H78BrCl34InNO5S",
  "method": "ωB97M-V with the def2-TZVPD basis set",
  "lumo_energy_ev": 1.1207,
  "total_energy_ev": -566289.2320,
  "orbital_gap_ev": 6.95,
  "homo_energy_ev": -5.83,
  "total_charge": -1,
  "elements": ["N", "C", "O", "In", "C", "C", "C", "S", "O", "O", "O", "C", "C", "O", "Br", "H", "H", "H", "H", "H", "H", "H", "H", "H", "H", "Cl", "C", "C", "Cl", "H", "H", "H", "H", "Cl", "C", "C", "Cl", "H", "H", "H", "H", "Cl", "C", "C", "Cl", "H", "H", "H", "H", "Cl", "C", "C", "Cl", "H", "H", "H", "H", "Cl", "C", "C", "Cl", "H", "H", "H", "H", "Cl", "C", "C", "Cl", "H", "H", "H", "H", "Cl", "C", "C", "Cl", "H", "H", "H", "H", "Cl", "C", "C", "Cl", "H", "H", "H", "H", "Cl", "C", "C", "Cl", "H", "H", "H", "H", "Cl", "C", "C", "Cl", "H", "H", "H", "H", "Cl", "C", "C", "Cl", "H", "H", "H", "H", "Cl", "C", "C", "Cl", "H", "H", "H", "H", "Cl", "C", "C", "Cl", "H", "H", "H", "H", "Cl", "C", "C", "Cl", "H", "H", "H", "H", "Cl", "C", "C", "Cl", "H", "H", "H", "H", "Cl", "C", "C", "Cl", "H", "H", "H", "H", "Cl", "C", "C", "Cl", "H", "H", "H", "H"],
  "coordinates": [[-6.017730, 8.433811, -0.523758], [-5.420304, 8.383751, -1.583259], [-4.628944, 8.266363, -2.752550], [-4.205814, 6.210367, -2.890439], [-2.320906, 5.696230, -4.013215], [-1.408858, 4.552839, -3.348502], [-2.206574, 3.256353, -2.831686], [-1.205650, 2.245648, -1.587512], [0.105437, 2.895509, -1.230883], [-2.002905, 2.108764, -0.292939], [-1.055454, 0.675663, -2.198686], [-6.006605, 5.093750, -3.748359], [-6.006348, 3.661475, -3.049014], [-5.987814, 3.448554, -1.815121], [-5.982154, 2.057642, -4.241044], [-4.002252, 5.564379, -1.204400], [-1.673116, 6.660335, -4.033517], [-2.509484, 5.450598, -5.131668], [-0.629676, 4.173607, -4.112519], [-0.799172, 4.966457, -2.456993], [-3.198198, 3.471452, -2.305612], [-2.440478, 2.567716, -3.715707], [-1.136890, 0.730314, -3.200600], [-6.992246, 5.664162, -3.660492], [-5.807611, 4.924674, -4.871826], [0.669099, 2.377855, -5.350733], [2.380945, 2.022609, -5.006952], [3.178854, 3.279683, -4.719659], [3.376065, 4.304582, -6.166309], [2.789172, 1.471634, -5.855337], [2.399584, 1.365911, -4.134570], [4.182144, 3.012306, -4.383356], [2.708632, 3.883871, -3.941569], [-9.431744, 2.054573, 1.542437], [-7.838151, 2.688841, 1.052239], [-6.708139, 2.073139, 1.850312], [-6.726422, 2.601937, 3.553399], [-7.858944, 3.774802, 1.157637], [-7.715698, 2.452758, -0.006456], [-5.747722, 2.382352, 1.433021], [-6.750964, 0.982636, 1.832880], [-5.767640, 0.838411, 8.396613], [-5.073306, 0.813989, 6.753035], [-3.655710, 1.341718, 6.730001], [-3.586005, 3.092454, 7.057017], [-5.727960, 1.392786, 6.098669], [-5.092408, -0.223165, 6.418823], [-3.219194, 1.187806, 5.744789], [-3.028425, 0.836972, 7.461517], [0.316710, 1.501466, 6.251682], [0.388793, 0.628240, 4.702595], [-0.236449, 1.411012, 3.560767], [-2.006427, 1.563757, 3.714777], [-0.097516, -0.339007, 4.841865], [1.444365, 0.450971, 4.489275], [-0.046751, 0.895259, 2.617297], [0.178726, 2.417801, 3.488740], [5.724564, 1.988208, -2.198786], [7.067771, 1.499897, -3.260484], [7.807433, 2.690090, -3.837578], [6.815853, 3.586786, -5.013819], [6.661684, 0.861119, -4.047149], [7.748028, 0.899971, -2.652367], [8.698576, 2.349693, -4.369104], [8.121724, 3.386685, -3.058175], [-1.545346, -1.205382, 7.348598], [-0.993704, -1.775104, 8.942160], [0.420944, -2.317724, 8.901529], [0.525923, -3.849561, 7.994834], [-1.700614, -2.527662, 9.296529], [-1.043072, -0.917591, 9.616561], [0.766143, -2.527770, 9.915978], [1.112726, -1.605897, 8.447232], [-1.596020, -6.523513, 4.251906], [-1.356368, -6.959356, 5.962026], [-0.422830, -8.142009, 6.125864], [-1.148830, -9.659306, 5.535356], [-2.335865, -7.156712, 6.401635], [-0.932641, -6.082072, 6.455382], [-0.195852, -8.291097, 7.183544], [0.517402, -7.987547, 5.594269], [1.889153, 1.699057, -8.109411], [1.387572, 2.347230, -9.691110], [0.896526, 3.777250, -9.589648], [-0.651841, 3.894007, -8.716119], [0.620624, 1.687081, -10.101164], [2.261333, 2.300197, -10.344633], [0.727320, 4.182754, -10.589276], [1.621228, 4.415948, -9.081007], [-4.654456, 0.048985, -7.109005], [-3.061468, 0.667360, -7.610596], [-1.936580, 0.097072, -6.770856], [-1.971209, 0.705097, -5.095378], [-3.088972, 1.757597, -7.558682], [-2.924920, 0.379534, -8.655016], [-0.972562, 0.391018, -7.192627], [-1.974220, -0.992301, -6.735429], [-4.468484, -0.423504, 3.984005], [-6.060531, -1.208594, 3.840506], [-5.979037, -2.538916, 3.118580], [-5.590794, -2.342436, 1.391092], [-6.734890, -0.516385, 3.333257], [-6.431343, -1.360486, 4.856943], [-6.943642, -3.048125, 3.169945], [-5.225211, -3.191700, 3.562841], [1.856182, -5.434403, 5.224865], [3.572691, -5.801152, 5.528569], [4.368752, -4.558874, 5.871452], [4.540906, -3.471089, 4.471800], [3.973469, -6.304499, 4.646730], [3.602188, -6.503324, 6.362776], [5.377752, -4.837496, 6.181709], [3.905887, -3.996614, 6.684846], [5.752354, -7.539689, 7.199887], [7.469529, -7.904239, 7.501766], [8.265287, -6.660856, 7.845141], [8.436341, -5.566246, 6.449868], [7.869232, -8.406512, 6.618905], [7.502028, -8.607127, 8.336643], [9.275140, -6.939831, 8.153554], [7.803572, -6.100192, 8.659884], [6.132493, 5.594428, -8.054158], [7.719859, 6.210252, -8.578024], [8.856523, 5.627856, -7.762154], [8.850626, 6.214724, -6.081563], [7.696131, 7.299835, -8.516300], [7.838460, 5.931568, -9.627221], [9.813866, 5.922296, -8.197168], [8.814744, 4.537206, -7.737422], [-1.037464, -2.149333, -8.877880], [0.316092, -2.664628, -9.914101], [1.055724, -1.486014, -10.515676], [0.072093, -0.621049, -11.724242], [-0.081020, -3.326832, -10.685663], [0.993830, -3.244433, -9.284292], [1.953336, -1.835165, -11.030039], [1.359059, -0.768769, -9.750003], [14.326927, -5.131208, 5.059099], [12.886275, -6.175371, 4.971214], [11.689293, -5.559589, 5.668245], [11.900382, -5.497750, 7.436924], [13.144906, -7.145724, 5.399130], [12.663930, -6.318915, 3.911903], [10.799545, -6.160821, 5.477227], [11.496355, -4.545015, 5.315102], [-13.765241, -0.506319, 1.165118], [-13.316047, 1.004111, 1.996270], [-14.499844, 1.934552, 2.170840], [-15.060344, 2.608461, 0.619533], [-12.513093, 1.477553, 1.428145], [-12.919930, 0.721377, 2.973656], [-14.215824, 2.781269, 2.798921], [-15.343016, 1.427537, 2.643589], [3.864724, -1.783961, 0.570100], [2.421450, -2.825195, 0.489675], [1.223921, -2.198149, 1.174319], [1.436092, -2.118013, 2.940974], [2.675861, -3.790469, 0.931668], [2.203393, -2.982432, -0.568579], [0.332581, -2.800629, 0.988423], [1.033046, -1.187360, 0.808722]],
  "forces_ev_per_a": [[2.69, -0.06, -5.27], [0.41, -0.17, 0.80], [-3.34, 0.78, 4.44], [0.67, -1.75, 0.70], [1.06, 0.33, -0.95], [0.64, -0.19, 0.29], [-0.22, -0.05, -1.05], [-0.11, 1.11, 5.54], [-2.41, -1.93, -2.38], [1.57, -0.31, -4.26], [-0.12, 2.39, -0.75], [-0.19, -1.81, -1.17], [-0.35, 1.88, 3.90], [-0.23, 0.62, -4.95], [0.17, 0.43, 0.12], [-0.08, 0.44, -0.59], [-0.95, -1.58, 0.01], [0.25, 0.26, 1.79], [-1.25, 0.70, 1.32], [-1.15, -0.57, -1.40], [1.57, -0.24, -0.33], [0.30, 1.02, 1.38], [0.41, -0.18, 1.52], [1.28, -1.03, 0.34], [-0.47, 0.19, 1.71], [0.27, 0.03, 0.29], [0.17, 0.08, 0.20], [-0.02, -0.22, 0.27], [-0.01, 0.09, -0.01], [0.00, 0.14, 0.14], [-0.01, 0.17, 0.01], [-0.12, 0.00, -0.09], [-0.04, -0.09, -0.17], [-0.19, -0.08, 0.13], [0.41, 0.15, -0.23], [0.08, -0.01, -0.34], [-0.05, -0.04, 0.15], [-0.02, -0.18, 0.07], [0.07, -0.02, 0.14], [-0.14, 0.05, -0.01], [-0.05, 0.15, -0.02], [-0.11, 0.03, 0.21], [0.08, 0.05, -0.16], [-0.13, -0.15, 0.03], [-0.01, 0.04, 0.03], [0.09, -0.01, 0.14], [0.12, 0.15, 0.22], [-0.12, 0.05, 0.21], [-0.18, 0.19, 0.00], [-0.01, 0.20, 0.11], [-0.02, -0.11, -0.34], [0.24, -0.05, 0.00], [0.30, 0.10, -0.16], [-0.01, 0.17, 0.00], [-0.11, 0.07, -0.03], [-0.04, 0.00, 0.11], [-0.10, -0.12, 0.08], [-0.03, 0.00, -0.02], [0.21, -0.10, -0.05], [0.12, -0.08, 0.06], [-0.05, -0.08, 0.02], [0.01, 0.17, 0.06], [-0.03, 0.11, -0.04], [-0.11, -0.04, 0.04], [-0.15, -0.09, -0.07], [0.04, -0.39, 0.01], [0.03, 0.00, 0.17], [-0.04, 0.21, 0.21], [0.06, 0.03, -0.03], [0.12, 0.05, -0.12], [0.10, -0.06, -0.08], [-0.11, 0.00, -0.07], [-0.17, -0.11, -0.07], [-0.03, -0.03, -0.01], [0.07, 0.01, 0.22], [0.12, 0.21, 0.12], [-0.02, -0.06, -0.04], [0.12, -0.06, -0.13], [0.05, -0.11, -0.06], [-0.10, 0.05, -0.07], [-0.22, 0.01, -0.02], [-0.02, -0.24, -0.64], [-0.01, 0.07, -0.31], [0.15, 0.03, -0.08], [0.02, -0.05, 0.04], [0.04, 0.13, 0.12], [-0.06, 0.09, 0.06], [0.00, -0.13, 0.06], [-0.11, -0.15, 0.05], [0.01, -0.03, 0.00], [0.12, 0.14, 0.00], [0.19, -0.11, -0.37], [-0.77, -0.31, -0.50], [0.00, -0.15, 0.10], [0.09, -0.05, 0.13], [-0.08, 0.08, 0.06], [-0.11, 0.21, 0.17], [-0.06, -0.28, -0.55], [-0.12, -0.08, 0.06], [-0.08, -0.06, 0.18], [0.03, 0.03, 0.02], [0.12, -0.09, 0.05], [0.01, -0.06, -0.08], [0.05, 0.13, 0.00], [-0.02, 0.16, -0.08], [-0.01, -0.01, -0.18], [0.16, -0.04, 0.10], [0.10, -0.08, 0.17], [-0.03, 0.02, -0.01], [-0.06, 0.15, 0.07], [-0.09, 0.18, -0.06], [-0.11, -0.07, -0.09], [-0.07, -0.07, -0.18], [0.14, -0.10, 0.02], [0.26, -0.08, 0.11], [0.05, -0.18, 0.21], [-0.30, 0.04, 0.01], [-0.09, 0.16, 0.06], [0.00, 0.14, -0.03], [-0.07, -0.01, -0.09], [-0.02, -0.05, -0.18], [0.04, 0.02, 0.03], [0.09, 0.04, -0.11], [0.06, -0.06, -0.18], [0.06, 0.09, -0.02], [0.01, -0.16, 0.10], [0.04, -0.04, 0.12], [-0.12, 0.04, 0.01], [-0.12, 0.14, 0.05], [0.04, -0.09, -0.17], [0.19, -0.09, -0.13], [0.19, -0.13, 0.17], [-0.05, 0.03, 0.00], [-0.01, 0.17, 0.07], [-0.02, 0.14, -0.04], [-0.13, -0.04, 0.03], [-0.13, -0.08, -0.05], [0.04, -0.01, 0.03], [-0.17, -0.09, -0.02], [0.05, -0.11, -0.32], [0.04, -0.01, 0.03], [-0.01, 0.18, 0.03], [-0.04, 0.09, 0.11], [0.18, 0.03, 0.01], [0.10, -0.11, 0.10], [-0.03, -0.02, -0.04], [0.11, 0.21, 0.14], [0.09, -0.05, 0.21], [-0.04, -0.03, -0.01], [-0.17, -0.06, 0.00], [-0.10, 0.04, -0.07], [0.07, -0.09, -0.10], [0.11, 0.00, -0.15], [0.07, 0.00, 0.04], [-0.22, -0.17, -0.06], [-0.09, 0.01, -0.25], [0.02, -0.01, 0.00], [-0.01, 0.19, 0.05], [-0.04, 0.10, 0.10], [0.13, 0.00, 0.02], [0.10, -0.12, 0.05]]
}